(1)
A 3-piece molecular cluster, C30H51N3O10S overall. Source: OMol25; level of theory: wB97M-V/def2-TZVPD.

Properties
HOMO energy   -7.6181 eV
Gap between HOMO and LUMO   0.245 hartree
SMILES   CC(C)=CCC[C@@H](C)CC[C@H]1[C@@H](OC(=O)c2ccccc2)C[C@](CC(C)C)(C[C@H](O)CN)OS1(=O)=O.C[N+](=O)[O-].C[N+](=O)[O-]

Each atom is followed by the atoms it is bonded to, with distances in Å.
Element x y z (Å)
1 C 3.86720 -2.80926 -0.63086  C2 1.668, H37 1.170, H38 1.187, H39 1.192
2 C 3.29831 -4.30664 -1.09468  C1 1.668, C3 1.641, C4 1.490
3 C 3.27104 -4.70533 -2.68634  C2 1.641, H40 1.191, H41 1.185, H42 1.173
4 C 2.87197 -5.24205 -0.01615  C2 1.490, C5 1.642, H43 1.174
5 C 2.08706 -4.69485 1.31875  C4 1.642, C6 1.640, H44 1.178, H45 1.175
6 C 0.47770 -4.81812 1.02837  C5 1.640, C7 1.643, H46 1.192, H47 1.192
7 C -0.27603 -3.39854 0.68966  C6 1.643, C8 1.647, C9 1.655, H48 1.187
8 C -1.87455 -3.73753 0.48146  C7 1.647, H49 1.172, H50 1.191, H51 1.183
9 C 0.01060 -2.22027 1.81655  C7 1.655, C10 1.673, H52 1.181, H53 1.195
10 C 0.35835 -0.78206 1.03616  C9 1.673, C11 1.637, H54 1.171, H55 1.194
11 C -1.08968 -0.14087 0.62140  C10 1.637, C12 1.674, S34 1.873, H56 1.182
12 C -1.42177 1.30863 1.38932  C11 1.674, O13 1.466, C22 1.639, H57 1.170
13 O -0.40523 2.25013 0.90891  C12 1.466, C14 1.467
14 C 0.33668 2.90394 1.99253  O13 1.467, O15 1.334, C16 1.673
15 O -0.12315 3.24412 3.19792  C14 1.334
16 C 1.91669 3.31824 1.63127  C14 1.673, C17 1.638, C21 1.662
17 C 2.75439 4.52127 2.36302  C16 1.638, C18 1.667, H58 1.172
18 C 4.30141 4.78781 1.80253  C17 1.667, C19 1.651, H59 1.188
19 C 5.00218 3.93237 0.57591  C18 1.651, C20 1.643, H60 1.182
20 C 4.15282 2.72089 -0.13938  C19 1.643, C21 1.641, H61 1.170
21 C 2.63040 2.44798 0.40900  C16 1.662, C20 1.641, H62 1.184
22 C -2.96679 1.66575 0.97664  C12 1.639, C23 1.633, H63 1.194, H64 1.193
23 C -3.23461 1.93882 -0.61106  C22 1.633, C24 1.665, C28 1.673, O33 1.465
24 C -2.57188 3.35557 -1.18255  C23 1.665, C25 1.638, H65 1.181, H66 1.194
25 C -2.53156 4.56482 -0.07892  C24 1.638, C26 1.639, C27 1.673, H67 1.170
26 C -3.96804 5.30178 0.20527  C25 1.639, H68 1.187, H69 1.172, H70 1.189
27 C -1.54108 5.74345 -0.73379  C25 1.673, H71 1.180, H72 1.176, H73 1.171
28 C -4.88445 2.17479 -0.75575  C23 1.673, C29 1.635, H74 1.176, H75 1.181
29 C -5.72220 0.81453 -1.10270  C28 1.635, O30 1.484, C31 1.673, H76 1.195
30 O -5.34240 -0.37366 -0.29898  C29 1.484, H77 1.016
31 C -5.80702 0.47925 -2.73966  C29 1.673, N32 1.524, H78 1.193, H79 1.170
32 N -5.59514 -0.99864 -3.04577  C31 1.524, H80 1.058, H81 1.064
33 O -2.85581 0.85890 -1.52543  C23 1.465, S34 1.698
34 S -1.32183 0.20409 -1.20451  C11 1.873, O33 1.698, O35 1.573, O36 1.579
35 O -0.13224 0.99812 -1.85897  S34 1.573
36 O -1.29140 -1.20471 -1.91702  S34 1.579
37 H 4.48333 -2.27801 -1.47188  C1 1.170
38 H 2.92584 -2.18900 -0.26082  C1 1.187
39 H 4.49975 -3.02235 0.35654  C1 1.192
40 H 3.81979 -5.74219 -2.89042  C3 1.191
41 H 3.86985 -3.86236 -3.26584  C3 1.185
42 H 2.17820 -4.79079 -3.10377  C3 1.173
43 H 3.13888 -6.38256 -0.09637  C4 1.174
44 H 2.32920 -5.41126 2.22152  C5 1.178
45 H 2.45272 -3.62315 1.63372  C5 1.175
46 H -0.12073 -5.31406 1.93212  C6 1.192
47 H 0.30486 -5.55931 0.11088  C6 1.192
48 H 0.12394 -2.96244 -0.33977  C7 1.187
49 H -2.60367 -2.96274 0.97271  C8 1.172
50 H -2.10604 -3.87574 -0.67883  C8 1.191
51 H -2.07935 -4.79144 0.97866  C8 1.183
52 H 0.84222 -2.51715 2.60135  C9 1.181
53 H -0.99353 -2.11896 2.45576  C9 1.195
54 H 1.10310 -0.95831 0.15006  C10 1.171
55 H 0.80918 -0.08708 1.89588  C10 1.194
56 H -1.95766 -0.87485 0.94493  C11 1.182
57 H -1.38475 1.06300 2.53232  C12 1.170
58 H 2.24146 5.14773 3.20998  C17 1.172
59 H 4.96090 5.66222 2.26202  C18 1.188
60 H 6.08670 4.13942 0.15313  C19 1.182
61 H 4.59154 2.09013 -1.02218  C20 1.170
62 H 2.01509 1.59720 -0.13802  C21 1.184
63 H -3.62328 0.72985 1.32091  C22 1.194
64 H -3.33227 2.55586 1.68119  C22 1.193
65 H -1.46818 3.21965 -1.57916  C24 1.181
66 H -3.18669 3.77545 -2.11587  C24 1.194
67 H -2.04108 4.29285 0.94813  C25 1.170
68 H -3.78007 6.29745 0.82268  C26 1.187
69 H -4.61622 5.48930 -0.75287  C26 1.172
70 H -4.60500 4.59513 0.91810  C26 1.189
71 H -1.39641 5.55083 -1.88866  C27 1.180
72 H -0.51208 5.77178 -0.16619  C27 1.176
73 H -2.05971 6.78753 -0.62579  C27 1.171
74 H -5.14116 2.97055 -1.58277  C28 1.176
75 H -5.27631 2.61271 0.26813  C28 1.181
76 H -6.85562 1.03947 -0.79988  C29 1.195
77 H -6.22667 -0.85266 -0.15372  O30 1.016
78 H -4.86028 1.03701 -3.20407  C31 1.193
79 H -6.74854 0.94787 -3.25297  C31 1.170
80 H -6.04032 -1.22319 -3.97857  N32 1.058
81 H -4.56216 -1.17917 -3.22398  N32 1.064
82 C 7.34369 -4.07981 -5.11290  N83 1.488, H86 1.092, H87 1.092, H88 1.092
83 N 5.98078 -4.58645 -4.79747  C82 1.488, O84 1.236, O85 1.237
84 O 5.90323 -5.64075 -4.15617  N83 1.236
85 O 5.02731 -3.91133 -5.20260  N83 1.237
86 H 8.08181 -4.76943 -4.69778  C82 1.092
87 H 7.43272 -4.02821 -6.19994  C82 1.092
88 H 7.44108 -3.09157 -4.65890  C82 1.092
89 C 0.93723 1.34956 5.59256  N90 1.488, H93 1.092, H94 1.092, H95 1.092
90 N 0.49625 -0.02684 5.94582  C89 1.488, O91 1.236, O92 1.237
91 O -0.25132 -0.14833 6.92316  N90 1.236
92 O 0.91309 -0.94639 5.23190  N90 1.237
93 H 0.49690 2.05440 6.30110  C89 1.092
94 H 2.02721 1.37216 5.65310  C89 1.092
95 H 0.59127 1.55608 4.57773  C89 1.092

(2)
A 2-piece molecular cluster, C5H16N3 overall. Source: OMol25; level of theory: wB97M-V/def2-TZVPD.

Properties
HOMO energy (alpha / beta)   -15.9555 / -15.9555 eV
Gap between HOMO and LUMO (alpha / beta)   0.291 / 0.165 hartree
Charge   +2
Multiplicity   2
⟨S²⟩   0.754
ΔE to the lowest compared entry with this formula, charge and spin   14.3 kcal/mol

Each atom is followed by the atoms it is bonded to, with distances in Å.
Element x y z (Å)
1 C -0.24908 0.55999 -4.35499  C2 1.475, H5 1.093, H6 1.090, H7 1.098
2 C 0.42548 0.07160 -3.13782  C1 1.475, C3 1.395, H8 1.088
3 C 0.31365 0.74380 -1.92043  C2 1.395, N4 1.361, H9 1.087
4 N 1.10680 0.54309 -0.83315  C3 1.361, H10 1.024, H11 1.022
5 H -0.26183 1.65312 -4.35799  C1 1.093
6 H 0.36400 0.22295 -5.19112  C1 1.090
7 H -1.26904 0.16946 -4.46602  C1 1.098
8 H 1.11112 -0.76688 -3.23815  C2 1.088
9 H -0.40690 1.54455 -1.77736  C3 1.087
10 H 2.04071 0.20177 -1.07682  N4 1.024
11 H 1.24792 1.39718 -0.29065  N4 1.022
12 H 0.08067 -0.65344 0.08156  N16 1.051
13 C 0.24675 -0.83988 2.19143  C14 1.519, N16 1.515, H17 1.089, H18 1.087
14 C -0.85693 -0.06521 2.89001  C13 1.519, N15 1.453, H19 1.105, H20 1.096
15 N -0.46620 0.18921 4.26632  C14 1.453, H21 1.015, H22 1.018
16 N -0.26866 -1.29140 0.83988  H12 1.051, C13 1.515, H23 1.022, H24 1.023
17 H 1.10894 -0.19599 2.02693  C13 1.089
18 H 0.52136 -1.71234 2.77927  C13 1.087
19 H -1.10729 0.83490 2.29919  C14 1.105
20 H -1.79615 -0.63003 2.92094  C14 1.096
21 H -1.10862 0.84046 4.70641  N15 1.015
22 H 0.42088 0.68872 4.25409  N15 1.018
23 H -1.29027 -1.30050 0.83262  N16 1.022
24 H 0.09267 -2.20514 0.55587  N16 1.023

(3)
A 11-piece molecular cluster, C51H59F7O6S3 overall. Source: OMol25; level of theory: wB97M-V/def2-TZVPD.

Properties
HOMO energy   -8.7508 eV
Gap between HOMO and LUMO   0.327 hartree
ΔE to the lowest compared entry with this formula, charge and spin   0.0 kcal/mol

Each atom is followed by the atoms it is bonded to, with distances in Å.
Element x y z (Å)
1 F 3.10683 -1.65986 -6.94723  C2 1.360
2 C 2.35245 -2.13289 -5.91981  F1 1.360, C3 1.384, C7 1.373
3 C 0.99782 -1.85026 -5.92741  C2 1.384, C4 1.387, H8 1.084
4 C 0.20547 -2.27542 -4.87143  C3 1.387, C5 1.390, H9 1.082
5 C 0.79432 -3.03365 -3.86589  C4 1.390, C6 1.389, H10 1.084
6 C 2.15967 -3.28771 -3.86214  C5 1.389, C7 1.394, H11 1.082
7 C 2.95940 -2.84313 -4.91386  C2 1.373, C6 1.394, H12 1.081
8 H 0.60047 -1.28177 -6.75999  C3 1.084
9 H -0.84795 -2.03495 -4.81184  C4 1.082
10 H 0.16921 -3.43880 -3.07894  C5 1.084
11 H 2.56791 -3.91242 -3.07837  C6 1.082
12 H 4.00965 -3.09937 -4.94051  C7 1.081
13 F -0.00444 5.60170 -3.98706  C14 1.351
14 C 0.31248 5.72931 -2.67954  F13 1.351, C15 1.377, C19 1.381
15 C 0.00575 4.70781 -1.80830  C14 1.377, C16 1.388, H20 1.084
16 C 0.21850 4.87069 -0.44593  C15 1.388, C17 1.388, H21 1.081
17 C 0.60851 6.11464 0.02998  C16 1.388, C18 1.388, H22 1.082
18 C 0.93742 7.12136 -0.86737  C17 1.388, C19 1.381, H23 1.083
19 C 0.79814 6.94110 -2.22982  C14 1.381, C18 1.381, H24 1.081
20 H -0.36711 3.76024 -2.18134  C15 1.084
21 H -0.02247 4.07412 0.24474  C16 1.081
22 H 0.75361 6.25616 1.09301  C17 1.082
23 H 1.27002 8.08440 -0.49956  C18 1.083
24 H 1.10296 7.70577 -2.93095  C19 1.081
25 F -0.12593 -1.63707 -1.23587  C26 1.346
26 C -0.42737 -0.75978 -0.26009  F25 1.346, C27 1.377, C31 1.377
27 C -1.50257 -0.98532 0.57032  C26 1.377, C28 1.386, H32 1.083
28 C -1.75359 -0.08300 1.59229  C27 1.386, C29 1.387, H33 1.081
29 C -0.90394 0.98892 1.82357  C28 1.387, C30 1.399, H34 1.082
30 C 0.20075 1.18336 0.98764  C29 1.399, C31 1.388, H35 1.082
31 C 0.44250 0.28563 -0.04307  C26 1.377, C30 1.388, H36 1.084
32 H -2.13156 -1.85690 0.44056  C27 1.083
33 H -2.66394 -0.19503 2.16364  C28 1.081
34 H -1.05193 1.68909 2.63541  C29 1.082
35 H 0.85858 2.02373 1.16786  C30 1.082
36 H 1.31254 0.40847 -0.67837  C31 1.084
37 F 5.30877 -3.98313 0.86099  C38 1.354
38 C 5.24098 -3.13783 -0.19460  F37 1.354, C39 1.377, C43 1.373
39 C 6.16927 -3.23262 -1.20755  C38 1.377, C40 1.391, H44 1.082
40 C 5.98640 -2.42297 -2.32406  C39 1.391, C41 1.383, H45 1.083
41 C 4.94609 -1.51385 -2.38003  C40 1.383, C42 1.399, H46 1.083
42 C 4.06324 -1.37405 -1.30403  C41 1.399, C43 1.385, H47 1.078
43 C 4.26958 -2.16794 -0.18807  C38 1.373, C42 1.385, H48 1.084
44 H 6.96192 -3.96601 -1.14657  C39 1.082
45 H 6.66934 -2.49474 -3.16171  C40 1.083
46 H 4.83577 -0.83951 -3.22084  C41 1.083
47 H 3.29488 -0.62108 -1.36858  C42 1.078
48 H 3.58720 -2.06662 0.64863  C43 1.084
49 F -1.06884 3.74069 4.70852  C50 1.350
50 C 0.09957 4.21636 4.22810  F49 1.350, C51 1.378, C55 1.375
51 C 0.24538 5.57731 4.06966  C50 1.378, C52 1.395, H56 1.081
52 C 1.46206 6.05311 3.58040  C51 1.395, C53 1.384, H57 1.084
53 C 2.49486 5.18549 3.26929  C52 1.384, C54 1.387, H58 1.082
54 C 2.31616 3.82403 3.46207  C53 1.387, C55 1.382, H59 1.083
55 C 1.10668 3.33342 3.91788  C50 1.375, C54 1.382, H60 1.083
56 H -0.54433 6.27824 4.29915  C51 1.081
57 H 1.56578 7.11131 3.36750  C52 1.084
58 H 3.46263 5.54031 2.94163  C53 1.082
59 H 3.13555 3.12754 3.33651  C54 1.083
60 H 0.96581 2.26776 4.04937  C55 1.083
61 F -2.70255 -8.49332 -1.10089  C62 1.346
62 C -2.26736 -7.43373 -0.39340  F61 1.346, C63 1.384, C67 1.379
63 C -2.68727 -6.17030 -0.77091  C62 1.384, C64 1.378, H68 1.085
64 C -2.33926 -5.07901 -0.00435  C63 1.378, C65 1.391, H69 1.082
65 C -1.50927 -5.26051 1.09641  C64 1.391, C66 1.384, H70 1.083
66 C -1.02766 -6.51892 1.41413  C65 1.384, C67 1.388, H71 1.082
67 C -1.44925 -7.63146 0.69882  C62 1.379, C66 1.388, H72 1.083
68 H -3.33946 -6.15831 -1.63815  C63 1.085
69 H -2.66701 -4.07444 -0.23781  C64 1.082
70 H -1.18354 -4.41725 1.69342  C65 1.083
71 H -0.33137 -6.67698 2.22696  C66 1.082
72 H -1.08536 -8.62505 0.92814  C67 1.083
73 F 7.42706 0.68101 0.91141  C74 1.345
74 C 6.18060 0.54961 1.39860  F73 1.345, C75 1.378, C79 1.377
75 C 5.93917 -0.35960 2.40579  C74 1.378, C76 1.384, H80 1.082
76 C 4.67906 -0.40218 2.97707  C75 1.384, C77 1.386, H81 1.084
77 C 3.62014 0.32801 2.46131  C76 1.386, C78 1.384, H82 1.082
78 C 3.89096 1.19316 1.41518  C77 1.384, C79 1.384, H83 1.085
79 C 5.16409 1.32623 0.88828  C74 1.377, C78 1.384, H84 1.083
80 H 6.73803 -0.95170 2.83271  C75 1.082
81 H 4.47851 -1.07263 3.80535  C76 1.084
82 H 2.63061 0.24685 2.89196  C77 1.082
83 H 3.11458 1.82165 0.99195  C78 1.085
84 H 5.34041 1.95886 0.02708  C79 1.083
85 C -5.54201 -2.15363 -3.89002  S86 1.794, H89 1.090, H90 1.086, H91 1.090
86 S -3.86932 -2.53458 -3.36528  C85 1.794, O87 1.492, C88 1.801
87 O -3.09222 -2.43510 -4.63456  S86 1.492
88 C -3.56426 -0.98036 -2.50750  S86 1.801, H92 1.086, H93 1.088, H94 1.093
89 H -5.78157 -2.92706 -4.61935  C85 1.090
90 H -5.51370 -1.17540 -4.36035  C85 1.086
91 H -6.27623 -2.23744 -3.08880  C85 1.090
92 H -4.03242 -0.18890 -3.08545  C88 1.086
93 H -2.48820 -0.82538 -2.45457  C88 1.088
94 H -3.93959 -1.06734 -1.48423  C88 1.093
95 C 1.69611 0.77346 -3.55717  S96 1.806, H99 1.086, H100 1.090, H101 1.091
96 S 2.39694 2.24732 -2.78421  C95 1.806, O97 1.484, C98 1.787
97 O 3.81129 1.92572 -2.46953  S96 1.484
98 C 2.43196 3.29922 -4.22796  S96 1.787, H102 1.094, H103 1.087, H104 1.088
99 H 1.91162 -0.07688 -2.91709  C95 1.086
100 H 2.14942 0.65610 -4.54119  C95 1.090
101 H 0.61575 0.88255 -3.65851  C95 1.091
102 H 1.42098 3.34513 -4.64387  C98 1.094
103 H 3.12675 2.91630 -4.97112  C98 1.087
104 H 2.66715 4.29948 -3.87134  C98 1.088
105 C -5.66471 -2.59069 3.25003  S106 1.802, H109 1.090, H110 1.088, H111 1.088
106 S -5.54226 -1.04890 2.32447  C105 1.802, O107 1.483, C108 1.802
107 O -4.78971 -1.39053 1.09360  S106 1.483
108 C -7.29178 -1.02002 1.89221  S106 1.802, H112 1.088, H113 1.090, H114 1.092
109 H -6.55789 -2.63715 3.87393  C105 1.090
110 H -4.80679 -2.64073 3.91735  C105 1.088
111 H -5.70561 -3.39355 2.51620  C105 1.088
112 H -7.56719 -1.99123 1.48639  C108 1.088
113 H -7.49373 -0.22060 1.18000  C108 1.090
114 H -7.87309 -0.78484 2.78602  C108 1.092
115 C -1.75286 0.52497 5.61286  O116 1.427, H121 1.086, H122 1.091, H123 1.087
116 O -2.46649 1.31367 4.66219  C115 1.427, C117 1.324
117 C -3.78784 1.22365 4.65831  O116 1.324, O118 1.211, O119 1.323
118 O -4.45470 0.40514 5.25066  C117 1.211
119 O -4.24566 2.18931 3.87847  C117 1.323, C120 1.431
120 C -5.64745 2.18852 3.59322  O119 1.431, H124 1.081, H125 1.088, H126 1.090
121 H -1.98444 -0.52840 5.48798  C115 1.086
122 H -1.96786 0.87584 6.62342  C115 1.091
123 H -0.70145 0.73960 5.44144  C115 1.087
124 H -6.11393 1.24381 3.83700  C120 1.081
125 H -5.73117 2.40268 2.52944  C120 1.088
126 H -6.11254 3.00180 4.14991  C120 1.090

no.,E_tot (eV)
1,-67690.65274
2,-9896.20498
3,-117654.69104